[1]
14
Properties=species:S:1:pos:R:3:forces:R:3 method="wB97M-V/def2-TZVPD" orbital_gap_ev=8.551 e_lumo_ev=-0.300
H 2.186622 0.502273 -0.134980 0.6 -0.5 -0.1
N 2.167198 1.417626 -0.575196 -1.7 1.2 1.8
C 1.211607 2.058103 0.093681 3.2 -1.4 -3.3
N 0.336047 1.500926 0.910621 -1.5 2.2 0.6
N 0.424054 0.353306 1.624929 1.0 0.0 1.1
C 0.064407 -0.649412 0.997493 0.0 -1.8 -2.1
C -0.457820 -0.824552 -0.439431 -1.7 -1.9 -0.2
N 0.307381 -0.601903 -1.548536 1.4 2.3 4.9
S -1.980766 -1.617287 -0.351873 2.1 1.2 -0.5
H 1.062511 3.078152 -0.220521 -0.4 0.4 0.5
H -0.143635 2.118731 1.507333 -0.7 1.3 0.4
H 0.087676 -1.532103 1.586904 -0.1 -1.0 0.1
H 0.002044 -0.722110 -2.436669 -1.8 -0.8 -2.9
H 0.945106 0.237111 -1.465283 -0.3 -1.2 -0.1

---

[2]
14
Properties=species:S:1:pos:R:3:forces:R:3 method="wB97M-V/def2-TZVPD" orbital_gap_ev=8.688 e_lumo_ev=0.316 smiles="[H]/N=c1/c(=S)[nH][nH]n1C"
H 0.121137 -2.464955 -0.533675 3.1 -1.8 -0.7
N -0.744110 -2.133840 -0.304607 -2.0 3.4 1.1
C -0.596719 -0.867289 -0.095942 -2.7 0.3 -0.5
C -1.894041 0.126280 0.029794 2.1 0.4 0.0
S -3.507051 -0.122190 0.093750 0.6 -0.3 0.0
N -1.300107 1.358227 0.081944 -0.7 1.1 -0.2
N 0.140718 1.321632 0.033071 0.3 2.6 -0.7
N 0.494152 -0.011972 -0.048689 -1.4 -1.2 0.1
C 1.834461 -0.325704 0.293353 3.1 1.1 -0.8
H -1.842513 2.316596 0.254300 1.9 -3.1 -0.5
H 0.556406 1.814432 -0.840433 -1.5 -0.9 1.4
H 2.599201 -0.043323 -0.660801 -1.9 -1.5 2.2
H 2.293169 0.445617 1.053253 -1.4 -1.7 -0.8
H 1.845303 -1.413510 0.644686 0.5 1.6 -0.6

---

[3]
18
Properties=species:S:1:pos:R:3:forces:R:3 method="wB97M-V/def2-TZVPD" orbital_gap_ev="7.908 / 7.963" e_lumo_ev="-0.064 / -0.104"
C 2.293819 -0.092554 0.014978 -0.6 -0.2 -0.1
C -0.110222 -0.382893 0.535712 -0.7 0.5 -2.5
C 0.642563 2.121797 0.268311 -0.7 0.8 -0.6
N 2.760884 1.104365 -0.127428 0.3 0.4 -0.2
N 1.121545 -0.453674 0.622340 -1.2 -0.6 1.3
N -0.779818 0.818473 -1.194813 2.2 -1.7 3.7
N 3.012192 -1.205859 -0.388108 1.0 -0.8 -0.6
N -1.177809 -0.940850 1.153137 3.1 -2.4 1.8
N -2.005259 1.199290 -0.773779 -2.3 -0.5 -3.0
O -0.115015 2.503364 1.113158 -0.4 -0.3 -0.2
O 1.956677 2.193157 0.438898 1.0 -1.7 0.0
O 0.313572 1.780913 -1.019007 -0.5 -0.3 0.1
H 3.978031 -1.102314 -0.772140 -1.6 0.0 0.6
H 2.589913 -2.174543 -0.403765 0.6 2.2 0.2
H -1.108059 -1.889540 1.709806 0.2 2.8 -1.5
H -2.058085 -0.781946 0.785497 -1.9 0.8 -1.1
H -2.605601 1.138805 -1.656620 0.8 0.5 1.9
H -2.216669 1.993699 -0.203184 0.6 0.5 0.4

---

[4]
12
Properties=species:S:1:pos:R:3:forces:R:3 method="wB97M-V/def2-TZVPD" orbital_gap_ev=6.543 e_lumo_ev=4.147 smiles="O=CNCC[O-]" charge=-1
O -1.194580 1.572421 1.620361 1.1 -1.0 0.7
C -0.116933 0.979952 1.504772 -1.5 1.7 -0.3
N 0.098383 -0.286507 1.097857 0.6 -1.7 -0.1
C 0.768875 -0.355109 -0.281242 -3.3 2.4 0.9
C -0.353085 -0.493970 -1.330559 -2.0 1.9 -0.9
O -0.175728 0.285845 -2.450192 0.5 -1.5 0.9
H 0.829986 1.533930 1.665846 -0.1 0.0 -0.2
H -0.653759 -0.998787 1.260356 0.7 1.5 -0.8
H 1.405139 -1.123624 -0.303715 2.7 -3.0 0.0
H 1.263682 0.582631 -0.522188 0.0 0.1 0.3
H -1.328014 -0.074276 -0.781905 1.3 -1.1 -0.5
H -0.543967 -1.622507 -1.479392 0.2 0.8 0.0

---

Across the entries above, energy above the lowest of the compared OMol25 structures with the same formula, charge and spin takes the values 68.8, 95.2, 101.0, 70.9 kcal/mol, respectively.